No. 1
Computed, not measured: C21H47CoNO2SSi2 as an isolated structure, with ωB97M-V/def2-TZVPD.

Calculated values
- Charge: +1
- Multiplicity: 5
- E_HOMO (alpha / beta): -11.4591 / -11.4664 eV

XYZ file:
```
75
C21H47CoNO2SSi2 ωB97M-V/def2-TZVPD
H -2.21 0.96 -1.20
H -3.24 2.56 0.88
C -0.69 3.44 4.00
H 4.32 3.35 2.52
C 0.28 -0.06 -3.19
C -0.80 4.81 3.78
Si -3.70 0.12 0.72
H 1.58 1.80 -1.39
C 4.71 1.73 -0.29
H -4.80 -1.32 -0.94
C 3.31 3.30 2.09
C 2.09 -2.33 -2.79
H -6.04 -0.39 -0.08
C -0.71 5.32 2.48
C -3.77 1.84 1.51
H 0.51 2.07 -3.60
H 3.05 -0.63 -1.83
H -0.58 -4.91 0.86
S -0.08 0.95 2.89
H -3.00 -5.41 -2.80
C -2.16 0.33 -0.31
H 4.68 2.50 -1.08
H -0.76 0.04 -2.81
H 3.01 -2.90 -2.58
H -0.82 6.38 2.27
H -1.35 -5.19 -3.42
H -0.82 2.95 4.96
H -0.98 5.47 4.62
H 3.10 4.28 1.65
O 1.16 -0.11 -2.05
H -1.63 -0.59 -0.60
H -0.05 1.10 -4.96
H -2.02 -3.45 -1.65
Si 3.19 1.93 0.78
H -0.18 -3.19 0.53
H -1.62 0.83 0.50
H 0.32 -0.99 -3.78
O -0.26 -4.37 -1.15
C -0.41 4.46 1.41
C -1.94 -5.43 -2.53
C 1.79 2.35 -0.46
N -0.14 3.15 1.65
H -4.78 2.20 1.64
C -0.38 2.62 2.91
H 1.74 -4.54 1.56
C 2.87 0.26 1.68
C -1.66 -4.46 -1.39
H -3.86 -1.78 2.39
C -5.03 -0.35 -0.49
H 4.70 0.75 -0.78
H 1.65 1.02 -4.46
C 2.10 -1.16 -1.84
H 2.61 3.17 2.93
H -0.34 4.80 0.39
H 2.16 -3.85 -0.03
H -2.23 -1.67 1.75
C 1.51 -4.57 0.49
C -3.10 -1.07 2.07
H -3.26 1.86 2.48
H 2.71 0.34 2.76
Co 0.91 1.68 1.01
H 1.91 -1.51 -0.81
H -2.22 -4.80 -0.50
H 3.85 -0.21 1.54
H -5.01 0.40 -1.30
H 1.69 3.43 -0.66
H -2.78 -0.50 2.95
H 2.12 -2.04 -3.84
H 1.25 -2.99 -2.56
H 1.75 -5.58 0.13
C 0.62 1.11 -4.10
H 2.13 -0.43 1.26
C 0.04 -4.23 0.24
H 5.66 1.83 0.25
H -1.70 -6.45 -2.22
```

---

No. 2
Computed, not measured: C21H47EuNO2SSi2 as an isolated structure, with ωB97M-V/def2-TZVPD.

Calculated values
- Charge: +1
- Multiplicity: 7
- E_HOMO (alpha / beta): -10.9583 / -11.0142 eV

XYZ file:
```
75
C21H47EuNO2SSi2 ωB97M-V/def2-TZVPD
C 1.38 0.25 -3.52
Eu 0.40 1.71 1.53
H 2.33 -0.48 1.30
H 0.61 0.48 -0.35
C -1.36 -0.24 5.19
H 1.48 -3.84 0.31
H 5.62 1.11 3.42
H -2.96 -2.67 -4.60
H -1.16 -1.73 -3.25
C -2.00 -1.09 -3.54
H 1.27 -2.33 5.72
Si 3.54 1.58 2.15
H 5.30 3.24 1.66
C -2.02 -1.98 0.05
H 1.75 1.84 3.97
C -4.45 0.29 -1.70
H -3.50 -2.50 -2.91
H 5.15 -0.30 2.43
H -3.62 0.77 -3.64
H -0.09 3.02 -4.52
H 2.51 2.74 -1.30
O -1.18 -2.25 -1.08
H 0.70 -0.59 -3.67
H -3.94 -2.43 -0.80
C 0.16 -2.70 -0.92
C -3.27 -2.81 -0.02
H -3.80 -2.77 0.94
Si 0.59 1.67 -2.56
C 4.40 2.89 1.13
C 2.52 0.57 1.00
C -0.56 -1.14 5.86
H -4.86 -0.65 -2.06
H 4.71 2.49 0.16
H -1.48 -2.17 1.00
C 0.61 -1.59 5.25
H -4.05 -1.33 -4.17
H 4.30 0.04 3.95
H -1.21 3.28 -3.16
H -0.85 0.01 -1.33
H 2.85 0.56 -0.05
C -0.97 0.25 3.92
H 1.88 -1.39 3.50
H 1.68 0.61 -4.52
H -1.70 -0.50 -4.42
C 2.47 2.48 3.44
H -5.26 1.02 -1.72
H 2.28 -0.12 -3.01
H 0.69 -2.53 1.19
C 4.77 0.51 3.08
H -0.21 -4.02 0.80
C -3.31 0.73 -2.58
H 2.60 3.00 -3.07
O -2.19 -0.19 -2.42
C 0.53 -3.30 0.43
H -2.24 -0.91 0.05
H -4.13 0.17 -0.67
C 1.92 2.96 -2.20
N 0.23 -0.12 3.37
H 3.20 2.85 4.18
H 0.31 -3.41 -1.73
H 3.75 3.76 0.96
H 1.45 3.95 -2.09
H -2.30 0.14 5.59
H 1.95 3.38 3.05
C 0.97 -1.07 4.01
H -2.94 1.73 -2.29
S -1.94 1.34 3.03
H -0.88 1.65 -0.53
C -0.63 2.51 -3.70
H -1.35 1.82 -4.16
C -0.18 0.92 -1.00
H -3.07 -3.87 -0.23
H 0.82 -1.85 -1.13
H -0.84 -1.50 6.86
C -3.21 -1.94 -3.82
```

---

Number 2 is which compound? C21H47EuNO2SSi2

---

What is the formula in the first record? C21H47CoNO2SSi2

---

Which value of multiplicity does entry 1 give? 5